# 1
Here is C7H12ClOP in the gas phase from OMol25. Energies are from the ωB97M-V functional and the def2-TZVPD basis.

The geometry in XYZ format:
```
22
Properties=species:S:1:pos:R:3
C 2.6729 0.4887 -1.5243
C 1.2951 -0.0131 -1.0454
C 0.1594 0.6607 -1.0741
P -1.0896 -0.2871 -0.1930
O -2.4153 -0.4113 -0.8324
C -1.3461 0.5119 1.6193
C -2.3890 1.5916 1.5188
Cl -2.0708 -0.9611 2.5101
C -0.0732 -1.8101 0.0293
C 1.3187 -1.3551 -0.5130
H 3.4638 0.3309 -0.7861
H 2.4802 1.5239 -1.9749
H 2.8928 -0.3125 -2.3308
H -0.1886 1.5914 -1.5597
H -0.4832 0.8599 2.0877
H -3.3888 1.1812 1.3882
H -2.3303 2.0277 2.4834
H -1.8658 2.3494 0.8737
H -0.5207 -2.6329 -0.6457
H 0.0265 -1.8747 1.1041
H 1.5892 -2.0262 -1.2738
H 2.2630 -1.4334 0.1389
```

Properties
ΔE to the lowest compared entry with this formula, charge and spin in kcal per mole: 0.0
SMILES: CC1=C[P@](=O)([C@@H](C)Cl)CC1
HOMO-LUMO gap in eV: 10.112
E_HOMO in eV: -9.486
Lowest unoccupied orbital energy in eV: 0.6
Spin multiplicity: 1
Total energy in hartree: -1150.68286

Löwdin population analysis, charges in e, atoms 1 to 6: -0.041 -0.412 -0.114 0.649 -0.361 -0.688

# 2
Here is 2 unconnected molecules or ions with the total composition CHN4S from OMol25. Energies are from the ωB97M-V functional and the def2-TZVPD basis.

The geometry in XYZ format:
```
7
Properties=species:S:1:pos:R:3
C 1.6487 -0.3282 -0.2961
N 1.8288 0.5640 -1.0006
N -1.6350 1.8851 0.7625
N -1.4879 -0.3634 0.2874
N -1.4391 0.8081 0.4228
S -0.6240 -1.4694 -0.6036
H 1.7086 -1.0962 0.4277
```

Properties
ΔE to the lowest compared entry with this formula, charge and spin in kcal per mole: 51.4
HOMO-LUMO gap in eV: 6.839
E_HOMO in eV: -2.737
Net charge: -1
Lowest unoccupied orbital energy in eV: 4.1
Spin multiplicity: 1
Total energy in hartree: -655.85228

Löwdin population analysis, charges in e, atoms 1 to 6: -0.365 -0.004 0.050 -0.518 -0.386 0.243

# 3
Here is a gas-phase ion, C4H6N3 (charge +1) from OMol25. Energies are from the ωB97M-V functional and the def2-TZVPD basis.

The geometry in XYZ format:
```
13
Properties=species:S:1:pos:R:3
C 0.7404 0.5040 0.8417
C -0.8298 -0.2952 -0.5134
C -0.8470 0.3129 0.8127
C 0.8155 -0.6965 -1.3626
N 1.5472 0.2084 -0.0370
N -0.1032 -1.4520 -0.5728
N -0.2200 0.2577 -1.5551
H 0.8927 1.0788 1.7780
H -1.1672 -0.1953 1.6005
H -1.3167 1.4326 0.8555
H 1.5738 -0.9567 -2.0851
H 0.0931 -2.3663 -0.1649
H -0.0410 1.2561 -1.6684
```

Properties
ΔE to the lowest compared entry with this formula, charge and spin in kcal per mole: 99.8
HOMO-LUMO gap in eV: 9.975
E_HOMO in eV: -15.011
Net charge: +1
Lowest unoccupied orbital energy in eV: -5.0
Spin multiplicity: 1
Total energy in hartree: -319.87258

Löwdin population analysis, charges in e, atoms 1 to 6: -0.146 -0.225 -0.004 -0.088 0.164 0.170

# 4
Here is a molecular structure, C2H2BrClO2S from OMol25. Energies are from the ωB97M-V functional and the def2-TZVPD basis.

The geometry in XYZ format:
```
9
Properties=species:S:1:pos:R:3
C 1.0622 -0.3103 1.8413
C -0.0031 0.7627 0.0241
O -1.9472 0.5740 -1.6475
O 0.1948 -0.4260 -2.3740
S -0.7387 -0.1182 -1.3386
Cl -1.2545 -1.8596 -0.4451
Br 0.9373 2.1011 -0.7170
H 1.2937 0.4445 2.5724
H 0.4553 -1.1683 2.0844
```

Properties
ΔE to the lowest compared entry with this formula, charge and spin in kcal per mole: 133.1
HOMO-LUMO gap (spin up / spin down) in eV: 7.536 / 8.206
E_HOMO (spin up / spin down) in eV: -9.266 / -10.214
Lowest unoccupied orbital energy (spin up / spin down) in eV: -1.7 / -2.0
Spin multiplicity: 1
Total energy in hartree: -3660.00048

Löwdin population analysis, charges in e, atoms 1 to 6: 0.218 -0.764 -0.344 -0.363 0.129 0.388